Record 1
{"formula": "C4H7NO", "method": "wB97M-V/def2-TZVPD", "homo_energy_ha": -0.349, "charge": 0, "fmax_ev_per_a": 3.37, "energy_ha": -286.4422, "homo_lumo_gap_ev": 10.369, "relative_energy_ev": 5.155, "elements": ["O", "N", "C", "C", "C", "C", "H", "H", "H", "H", "H", "H", "H"], "coordinates": [[-1.38639, -0.75846, 1.55312], [1.06481, -0.85129, -1.07489], [-0.32545, -0.37534, -1.00818], [0.79500, 0.56060, -0.72341], [0.42272, 0.42039, 0.82925], [-0.91672, -0.07146, 0.42090], [-0.88714, -0.16459, 2.24094], [1.31648, -0.94092, -2.06698], [1.01624, -0.45041, 1.11464], [1.16587, 1.39365, -1.31685], [-1.61366, 0.73782, 0.12899], [-0.96854, -0.41011, -1.87899], [0.18782, 0.88203, 1.92508]], "atomic_forces_ev_per_a": [[0.30, 0.45, 1.11], [-0.15, 0.03, 0.24], [-0.61, -0.18, -0.08], [-0.09, 0.36, 0.38], [0.08, 0.48, 1.51], [0.62, 0.29, -0.38], [-1.88, -2.27, -1.12], [-0.13, 0.20, 0.45], [-0.07, -0.08, -0.02], [-0.13, -0.24, 0.24], [0.23, -0.08, 0.40], [0.17, -0.01, -0.02], [1.68, 1.05, -2.72]], "lowdin_charge": [-0.06, 0.05, -0.20, -0.19, -0.10, -0.39, 0.11, 0.10, 0.11, 0.13, 0.15, 0.13, 0.15]}

Record 2
{"formula": "C5H10N2O", "method": "wB97M-V/def2-TZVPD", "homo_energy_ha": -0.326, "charge": 0, "fmax_ev_per_a": 3.49, "energy_ha": -381.2003, "homo_lumo_gap_ev": 9.536, "relative_energy_ev": 2.318, "elements": ["O", "N", "N", "C", "C", "C", "C", "C", "H", "H", "H", "H", "H", "H", "H", "H", "H", "H"], "coordinates": [[1.74712, -1.45198, 0.55498], [3.08409, 0.16836, -0.30741], [0.99523, 0.74435, 0.42140], [-1.37933, 0.48563, -1.44202], [-0.01180, 0.46792, 1.20504], [-1.78242, 0.17689, -0.03146], [1.92318, -0.27867, 0.24729], [-1.60365, -1.04700, 0.54710], [-0.87617, 1.45356, -1.47645], [-2.25862, 0.52842, -2.08504], [3.76463, -0.50786, -0.60095], [3.12409, 1.10707, -0.66758], [0.05314, -0.53655, 1.71177], [-0.47602, 1.23103, 1.81901], [-0.66943, -0.24886, -1.81487], [-2.54688, 0.82911, 0.37753], [-0.94756, -1.78118, 0.10395], [-2.13959, -1.34025, 1.43772]], "atomic_forces_ev_per_a": [[0.08, 0.06, -0.07], [-0.07, 0.11, -0.06], [-0.74, 1.08, 0.21], [0.63, 0.32, 0.48], [2.85, -1.40, 1.46], [-1.39, -1.73, -0.48], [-0.19, -0.58, -0.15], [-0.73, 1.04, -0.98], [-0.02, 0.06, -0.09], [0.00, -0.07, 0.04], [-0.01, -0.02, 0.04], [-0.05, -0.13, 0.07], [-0.08, 1.02, -0.11], [-0.64, 0.14, -0.69], [-0.07, -0.11, -0.09], [0.19, 0.12, 0.27], [0.11, -0.05, -0.06], [0.13, 0.14, 0.22]], "lowdin_charge": [0.01, 0.15, 0.03, -0.09, -0.11, -0.26, -0.64, 0.01, 0.07, 0.08, 0.10, 0.09, 0.10, 0.11, 0.08, 0.11, 0.09, 0.09]}